1.
Entry from the OMol25 dataset: a cluster of 11 separate species, C12H38BN11O21 in total (ωB97M-V/def2-TZVPD).

Structure (ORCA input):
```
! RIJCOSX wB97M-V def2-TZVPD def2/J DEFGRID3
* xyz 0 1
O -3.27 0.19 -4.22
O 5.31 2.68 9.06
O 4.46 -0.13 -4.21
O 1.44 -0.94 -1.39
O -2.31 -0.60 -5.98
O -1.97 2.42 -0.67
O 2.06 3.13 1.35
O 3.53 4.08 2.60
O -1.90 5.38 0.89
O 6.30 1.35 7.69
O -1.33 1.24 1.02
O 5.50 -0.92 -5.92
O 3.01 0.29 5.66
O -3.03 -4.66 -1.17
O -3.26 -6.24 0.27
O -5.27 -4.00 -4.68
O -5.87 -2.44 1.57
O -0.63 5.35 2.63
O 2.44 2.27 6.31
O -6.16 -2.63 -3.27
O -5.64 -0.86 0.13
N 5.33 -0.80 -4.73
N -5.74 -2.92 -4.37
N 5.82 2.42 8.00
N -0.84 5.54 1.45
N 2.68 3.24 2.38
N -3.16 -5.83 -0.86
N -5.77 -2.02 0.44
N -2.42 -0.47 -4.78
N -2.18 1.70 0.29
N 2.51 1.06 6.45
N 1.70 -1.82 -3.69
C 6.26 -1.51 -3.82
C 5.86 3.51 6.99
C -3.59 1.35 0.58
C -1.43 -1.18 -3.92
C 1.94 0.49 7.70
C -5.80 -3.03 -0.66
C 2.40 2.27 3.47
C 1.03 1.48 -1.26
C 2.09 0.36 -1.54
C -3.20 -6.83 -1.95
C -5.80 -1.87 -5.41
C 0.30 6.00 0.61
B 2.17 -1.79 -2.29
H 2.08 -0.58 7.68
H 2.24 -1.10 -4.18
H 2.49 0.47 -2.57
H -3.68 0.27 0.52
H -4.97 -3.71 -0.50
H -5.70 -2.51 -1.60
H 2.06 2.84 4.33
H -5.39 -2.27 -6.33
H 6.42 4.34 7.42
H -6.76 -3.54 -0.59
H 6.34 3.14 6.09
H 0.01 1.10 -1.45
H 6.76 -0.76 -3.21
H -4.15 -7.35 -1.89
H 5.67 -2.18 -3.21
H 1.16 1.79 -0.20
H -2.37 -7.52 -1.80
H -0.91 -0.43 -3.33
H -3.81 1.71 1.58
H -4.23 1.83 -0.15
H 0.46 5.25 -0.17
H 4.83 3.80 6.78
H 1.63 1.58 3.13
H 0.88 0.75 7.72
H 3.32 1.74 3.69
H -5.21 -1.02 -5.06
H 1.18 6.09 1.24
H 1.96 -2.72 -4.09
H -6.84 -1.59 -5.54
H 2.47 0.94 8.53
H 1.25 2.32 -1.94
H -3.10 -6.31 -2.90
H 6.98 -2.06 -4.42
H -1.99 -1.86 -3.29
H 3.11 -2.37 -1.85
H 2.94 0.37 -0.83
H 0.02 6.96 0.18
H -0.74 -1.72 -4.55
*
```

The value obtained for the LUMO energy is -0.18 eV. The value obtained for the molar mass is 683.304 g mol⁻¹. The HOMO-LUMO gap is 9.520 eV. The SMILES is C[N+](=O)[O-].C[N+](=O)[O-].C[N+](=O)[O-].C[N+](=O)[O-].C[N+](=O)[O-].C[N+](=O)[O-].C[N+](=O)[O-].C[N+](=O)[O-].C[N+](=O)[O-].C[N+](=O)[O-].CCOBN.

2.
Entry from the OMol25 dataset: a cluster of 4 separate species, C3H11NO3 in total (ωB97M-V/def2-TZVPD).

Structure (ORCA input):
```
! RIJCOSX wB97M-V def2-TZVPD def2/J DEFGRID3
* xyz 0 1
O 0.47 -2.00 2.27
O 0.24 -2.41 -0.55
O 0.53 -0.44 -2.63
N -0.51 1.52 1.32
C -1.66 1.21 0.89
C 0.48 2.11 -0.84
C 0.46 2.18 0.49
H 1.35 -0.94 -2.53
H -2.33 0.79 1.63
H 1.32 2.47 -1.40
H 0.16 -0.65 -1.77
H -0.36 -2.50 2.18
H 0.58 -2.81 0.23
H 1.16 2.68 1.14
H -0.27 1.61 -1.43
H -0.04 -3.11 -1.11
H -1.95 1.35 -0.15
H 0.34 -1.06 2.26
*
```

The value obtained for the LUMO energy is 0.50 eV. The value obtained for the molar mass is 109.125 g mol⁻¹. Its relative energy (zero: lowest compared OMol25 entry of this formula, charge and spin) is 62.6 kcal/mol. The HOMO-LUMO gap is 10.005 eV. The SMILES is C=CN=C.O.O.O.

3.
Entry from the OMol25 dataset: a cluster of 17 separate species, C40H121N7O17 in total (ωB97M-V/def2-TZVPD).

Structure (ORCA input):
```
! RIJCOSX wB97M-V def2-TZVPD def2/J DEFGRID3
* xyz 0 1
O -16.18 -8.10 15.56
O -16.38 -5.14 10.31
O -8.58 -2.22 13.87
O -7.85 -7.11 20.33
O -14.54 -9.41 11.34
O -11.65 -9.78 15.62
O -13.93 -1.67 14.27
O -11.03 -4.81 7.25
O -18.13 -7.16 13.95
O -11.06 -6.98 9.19
O -9.41 -8.83 10.43
O -14.91 -10.24 14.20
O -7.29 -3.89 10.15
O -11.60 -5.50 11.40
O -7.76 -10.74 17.50
O -8.15 -2.31 5.11
O -12.76 -5.90 17.10
N -7.55 -4.28 16.80
N -11.31 -7.00 14.81
N -9.23 -2.54 8.63
N -10.02 -5.08 18.16
N -18.26 -9.02 11.34
N -7.51 -11.20 13.86
N -13.80 -3.11 17.67
C -8.43 -0.55 7.51
C -14.35 -2.20 13.04
C -8.36 -5.96 19.65
C -14.49 -5.85 8.96
C -8.31 -2.85 6.41
C -7.66 -9.12 15.11
C -14.02 -2.67 15.29
C -13.08 -7.88 18.37
C -9.09 -1.90 7.32
C -8.11 -11.32 16.27
C -17.96 -5.97 13.19
C -7.99 -8.58 10.54
C -9.31 -7.36 17.76
C -15.75 -8.74 11.00
C -16.99 -11.05 11.19
C -7.32 -10.58 15.20
C -11.69 -4.24 5.01
C -11.11 -4.25 10.94
C -6.44 -2.92 10.74
C -13.40 -8.87 10.70
C -5.82 -3.51 12.00
C -8.49 -11.32 18.57
C -13.53 -2.14 16.63
C -12.03 -1.83 16.69
C -14.96 -4.99 10.14
C -13.43 -6.75 13.69
C -7.89 -7.20 11.19
C -11.28 -5.66 12.78
C -9.57 -6.30 18.83
C -9.65 -1.37 13.55
C -13.78 -6.77 17.57
C -8.76 -2.98 15.06
C -16.91 -9.57 11.56
C -7.25 -3.13 4.37
C -12.14 -4.82 6.35
C -17.22 -4.92 14.00
C -6.82 -6.80 21.21
C -11.93 -6.85 13.46
C -7.58 -3.90 15.40
C -7.56 -5.16 14.55
H -14.67 -9.85 13.34
H -10.54 -7.70 9.59
H -11.67 -3.41 11.34
H -14.00 -7.03 12.81
H -14.47 -6.20 18.20
H -9.01 -2.34 15.92
H -12.35 -8.40 17.76
H -17.15 -11.22 10.12
H -15.88 -8.91 15.10
H -7.51 -4.20 4.37
H -6.53 -3.74 12.78
H -11.74 -1.13 15.91
H -17.86 -11.47 11.68
H -10.16 -4.30 18.80
H -7.47 -9.38 11.07
H -14.66 -6.91 9.16
H -15.05 -3.03 15.42
H -11.55 -7.94 15.15
H -5.27 -4.42 11.75
H -8.63 -6.54 10.74
H -14.39 -7.19 16.76
H -11.02 -5.69 7.67
H -12.28 -6.42 16.43
H -9.52 -1.13 12.49
H -8.62 -6.93 17.02
H -16.88 -4.06 13.41
H -9.50 -9.78 10.59
H -9.66 -3.61 14.94
H -10.95 -5.26 17.76
H -15.35 -2.65 13.11
H -17.35 -7.22 14.54
H -10.33 -6.68 19.52
H -6.56 -7.71 21.76
H -8.77 -8.22 18.14
H -9.92 -3.29 8.55
H -7.11 -6.06 21.98
H -11.40 -4.76 13.40
H -11.51 -2.76 16.45
H -8.40 -10.76 19.50
H -7.42 -2.78 3.35
H -9.53 -11.53 18.31
H -7.95 -3.40 9.59
H -14.79 -3.28 17.75
H -14.72 -3.96 9.87
H -6.65 -3.34 15.28
H -12.48 -10.28 15.59
H -12.51 -9.31 11.14
H -16.21 -8.36 16.49
H -8.12 -7.31 12.25
H -18.94 -5.58 12.94
H -16.79 -9.64 12.64
H -8.86 0.09 8.28
H -13.22 -7.80 10.80
H -10.09 -1.74 6.90
H -11.41 -3.18 5.04
H -8.70 -9.00 14.80
H -14.43 -11.08 14.22
H -7.57 -8.59 9.52
H -16.32 -5.24 14.54
H -13.43 -3.54 14.97
H -7.10 -12.13 13.85
H -9.19 -11.12 16.15
H -8.40 -4.82 17.05
H -5.89 -6.40 20.79
H -8.02 -12.29 18.78
H -13.31 -3.98 17.47
H -10.19 -5.82 12.82
H -10.15 -7.71 17.18
H -13.76 -5.81 14.14
H -8.37 -5.87 14.72
H -13.40 -9.17 9.65
H -7.90 -12.39 16.23
H -8.45 0.08 6.62
H -11.82 -1.42 17.68
H -7.51 -8.58 16.05
H -7.60 -3.46 17.39
H -7.33 -2.98 6.88
H -10.02 -4.15 11.07
H -6.87 -6.81 11.12
H -13.81 -8.64 18.68
H -7.02 -8.56 14.42
H -14.10 -1.24 16.87
H -12.56 -4.36 4.36
H -7.57 -5.51 19.04
H -13.42 -5.76 8.75
H -9.57 -0.41 14.07
H -10.83 -4.78 4.63
H -6.24 -2.95 4.72
H -15.92 -8.69 9.91
H -13.68 -2.97 12.65
H -6.59 -5.65 14.63
H -11.25 -4.19 9.86
H -5.69 -2.63 10.00
H -5.04 -2.86 12.41
H -12.70 -7.47 19.29
H -16.72 -4.28 10.04
H -15.73 -7.74 11.43
H -8.84 -3.81 6.40
H -17.27 -6.16 12.36
H -14.34 -1.40 12.30
H -11.20 -6.35 9.91
H -11.18 -10.04 14.82
H -11.79 -7.75 12.85
H -13.75 -7.49 14.44
H -18.34 -8.19 11.94
H -12.96 -4.25 6.81
H -6.23 -10.64 15.30
H -14.43 -5.27 11.05
H -7.62 -4.84 13.51
H -6.95 -10.72 13.16
H -15.08 -5.61 8.07
H -7.09 -2.08 11.01
H -8.51 -5.14 20.36
H -10.63 -1.82 13.67
H -12.49 -5.85 6.28
H -18.23 -8.64 10.39
H -10.31 -7.10 14.66
H -17.88 -4.46 14.74
H -16.05 -11.50 11.50
H -9.72 -1.92 9.27
H -7.40 -0.73 7.83
*
```

The value obtained for the LUMO energy is -0.23 eV. The value obtained for the molar mass is 972.440 g mol⁻¹. Its relative energy (zero: lowest compared OMol25 entry of this formula, charge and spin) is 0.0 kcal/mol. The HOMO-LUMO gap is 8.330 eV.

4.
Entry from the OMol25 dataset: a cluster of 13 separate species, C52H130O26 in total (ωB97M-V/def2-TZVPD).

Structure (ORCA input):
```
! RIJCOSX wB97M-V def2-TZVPD def2/J DEFGRID3
* xyz -1 2
O -4.11 -7.98 -4.31
O -1.22 5.09 -4.10
O -0.48 4.80 3.36
O 4.33 1.32 -3.67
O 3.89 -3.65 -5.27
O -3.20 7.20 3.72
O 3.99 -4.39 0.78
O -4.24 -0.48 -2.84
O -2.87 -5.59 -3.54
O 0.79 0.93 0.89
O -2.97 1.13 5.78
O -4.20 -2.08 1.41
O 0.49 -0.72 4.45
O 3.49 2.16 5.96
O 3.72 4.09 -4.84
O -2.83 1.71 2.97
O 1.81 -6.07 -5.57
O 2.82 6.81 0.26
O 0.46 -0.94 -2.42
O -7.38 -0.91 -4.66
O -1.70 -3.54 1.17
O -1.33 3.29 -1.61
O 4.81 5.51 2.29
O 0.90 3.32 7.55
O -1.45 -3.75 5.24
O 5.04 -6.35 -0.71
C 4.33 -5.29 -1.38
C 2.75 -3.87 -6.09
C 4.39 -4.03 -0.52
C -5.13 -0.33 -3.92
C 1.10 -1.04 3.19
C -1.16 -2.66 4.44
C -6.54 -0.52 -3.52
C 1.05 2.28 1.29
C -8.84 -1.01 -4.40
C 0.02 -1.85 5.10
C 1.83 6.19 1.09
C -1.67 1.10 3.69
C -0.12 5.42 -4.94
C 5.07 6.19 1.08
C -1.18 5.93 3.27
C 2.33 1.36 5.71
C -2.44 -3.26 0.01
C 4.93 -2.99 -5.88
C 0.21 3.38 8.78
C -4.30 7.57 4.62
C -1.57 -4.97 -3.68
C 2.54 -5.31 -6.49
C -1.78 1.63 5.13
C 3.15 3.52 6.38
C -1.72 -4.89 1.60
C 4.02 7.32 0.93
C 0.74 -0.77 -0.96
C 3.43 0.33 -3.13
C -2.40 6.11 4.19
C 2.25 3.64 7.66
C -3.70 -5.72 -4.72
C 2.61 -6.59 -4.57
C -1.62 3.72 -4.04
C -3.48 -7.11 -5.28
C 4.02 1.57 -5.03
C 0.55 0.77 -0.57
C -2.89 1.52 1.55
C -3.97 -3.12 0.41
C -0.78 2.97 -2.95
C -2.90 -0.22 -3.23
C 0.81 -2.26 -2.77
C 5.88 4.59 2.68
C 3.47 4.20 -3.49
C 3.63 -3.28 1.55
C -1.18 4.62 -1.24
C 4.80 -7.68 -1.27
C -3.10 1.55 7.10
C 4.56 2.99 -5.33
C -5.51 -1.70 1.55
C -3.94 -9.32 -4.65
C -2.64 -4.41 4.91
C 0.38 4.65 4.46
H 0.20 6.40 -4.59
H -1.72 5.29 -1.91
H 4.44 0.91 -5.80
H -4.71 -10.01 -4.29
H -1.25 -5.02 2.58
H -0.76 1.60 3.37
H -0.86 3.19 8.68
H -2.34 1.03 7.69
H -0.35 5.54 -6.00
H -4.09 1.25 7.47
H 1.81 1.22 6.65
H 4.10 4.05 6.48
H 1.09 2.25 2.38
H -5.02 6.77 4.78
H 6.84 5.07 2.89
H -0.85 -5.39 -4.40
H -5.72 -0.86 2.22
H -3.42 -3.98 5.53
H -9.32 -1.44 -5.28
H -0.07 -2.85 -2.53
H 0.59 2.48 9.27
H 3.44 -0.54 -3.79
H -1.72 2.72 5.06
H 3.19 -5.78 -4.13
H 2.95 1.72 -5.04
H 5.80 4.03 3.61
H 4.37 8.07 0.23
H 5.12 -3.36 -6.89
H -2.01 -2.39 -0.48
H -4.73 8.47 4.19
H -2.91 2.62 7.17
H 3.82 0.02 -2.16
H 2.68 -3.14 -6.89
H 0.73 4.74 -4.86
H -4.53 -2.95 -0.50
H 0.00 4.93 5.44
H 2.62 3.61 -3.15
H -0.47 6.76 3.34
H -0.83 -3.06 3.48
H 2.10 -5.28 -7.48
H 6.08 6.57 0.94
H 0.24 3.28 -3.19
H 5.79 -3.26 -5.27
H -2.30 0.67 1.20
H 4.87 5.42 0.33
H -9.24 -0.02 -4.18
H 4.43 -2.55 1.49
H 1.69 -0.19 2.85
H 1.98 2.71 0.92
H -6.08 -2.55 1.93
H 3.30 -5.57 -1.64
H -0.49 1.04 -0.78
H 2.60 0.33 5.46
H 0.88 -2.48 5.31
H 0.24 2.91 0.91
H -2.66 -5.34 1.93
H 2.03 5.18 1.43
H -4.02 -7.16 -6.23
H -4.21 -4.09 0.85
H -2.98 5.18 4.17
H 2.64 -2.95 1.23
H 0.37 -1.09 2.38
H -1.21 -5.46 0.83
H -1.97 6.21 5.18
H -2.50 -5.48 5.06
H 3.30 5.26 -3.30
H -0.74 1.89 -3.09
H 2.65 4.03 5.56
H 1.72 -1.93 3.25
H 5.13 -8.50 -0.63
H -6.89 0.31 -2.90
H 1.35 5.13 4.31
H -2.98 -4.21 3.89
H 1.86 -3.63 -5.52
H 1.59 6.83 1.94
H -0.96 1.23 5.73
H 3.39 -3.61 2.56
H 5.53 -7.72 -2.07
H 3.81 7.77 1.90
H 4.48 3.08 -6.42
H 6.07 3.83 1.92
H -1.46 4.87 -0.22
H 3.79 -3.26 -1.00
H 1.99 -7.13 -3.86
H -9.09 -1.55 -3.49
H -1.75 0.03 3.49
H 1.71 -1.18 -0.70
H 1.68 -2.76 -2.34
H -6.51 -1.29 -2.75
H -2.99 -9.57 -4.19
H 3.80 -7.91 -1.64
H -1.67 5.86 2.30
H -1.17 -5.03 -2.67
H 3.34 -7.34 -4.89
H -4.99 -0.97 -4.79
H -2.92 0.83 -3.51
H -2.60 -0.86 -4.06
H 0.65 3.59 4.51
H -1.62 3.13 -4.95
H -3.55 -4.94 -5.47
H 1.07 -2.39 -3.82
H 3.52 -5.76 -6.67
H -0.23 -1.67 6.15
H 1.11 1.53 -1.11
H -2.05 -2.04 4.53
H 4.88 -1.91 -6.05
H 2.24 4.61 8.15
H -5.87 -1.49 0.54
H -1.70 -3.92 -3.96
H -0.01 -1.35 -0.42
H -2.39 -4.10 -0.69
H -2.42 -7.37 -5.31
H 2.44 0.77 -3.06
H -5.02 0.65 -4.39
H 0.88 6.15 0.56
H -2.20 -0.35 -2.41
H 5.33 -3.52 -0.35
H 4.30 4.07 -2.79
H 5.60 3.20 -5.09
H -3.94 1.23 1.47
H 2.73 2.99 8.40
H 1.68 1.68 4.89
H -3.80 7.90 5.53
H 0.45 4.29 9.32
H -2.63 3.85 -3.67
H -0.12 4.83 -1.39
H -2.67 2.40 0.95
H 4.85 -5.09 -2.31
H -3.84 -9.53 -5.72
H -4.68 -5.76 -4.24
*
```

The value obtained for the LUMO energy (alpha / beta) is 1.85 / 1.84 eV. The value obtained for the molar mass is 1171.586 g mol⁻¹. The HOMO-LUMO gap (alpha / beta) is 1.196 / 9.202 eV.